Entry 1:
{
  "formula": "C22H35BrO2P2V",
  "method": "ωB97M-V/def2-TZVPD",
  "homo_lumo_gap_ev": [6.834, 5.899],
  "e_homo_ev": [-7.371, -6.564],
  "total_energy_ha": -5209.93955,
  "s_squared": 3.91,
  "total_charge": 0,
  "multiplicity": 4,
  "species": ["P", "P", "C", "C", "H", "H", "H", "H", "C", "H", "H", "H", "C", "H", "H", "H", "C", "H", "H", "H", "C", "H", "H", "H", "V", "C", "C", "C", "C", "C", "C", "C", "C", "C", "H", "H", "H", "H", "H", "H", "H", "H", "H", "H", "H", "H", "H", "H", "H", "Br", "C", "C", "C", "C", "C", "C", "C", "O", "O", "H", "H", "H", "H"],
  "xyz": [[-0.92454, -2.37002, -1.93476], [-0.38916, 0.78480, -1.65196], [-1.19797, -1.12769, -3.33511], [-0.08299, -0.14781, -3.18631], [-2.22479, -0.66792, -3.21309], [-1.14159, -1.66332, -4.29094], [0.92649, -0.57443, -3.10252], [-0.08798, 0.46211, -4.09258], [-1.93011, 1.78201, -1.70483], [-1.82845, 2.57415, -0.94321], [-2.88884, 1.22418, -1.60882], [-1.89511, 2.32183, -2.66303], [0.53406, 2.26410, -2.76940], [0.00713, 2.23246, -3.75138], [1.58962, 2.02320, -2.96598], [0.45841, 3.32694, -2.50736], [-2.46249, -3.31882, -2.13167], [-2.44812, -4.14143, -1.39911], [-2.50604, -3.70585, -3.14896], [-3.32900, -2.66375, -1.91774], [0.27996, -3.29834, -3.01974], [1.14730, -2.70001, -3.31015], [-0.21948, -3.62016, -3.94074], [0.68595, -4.19653, -2.54913], [-2.20955, -0.63731, -1.41266], [2.46810, 2.56572, 0.00662], [1.31387, 2.81049, -0.54712], [0.22437, -0.15514, -0.18255], [1.25210, -1.36363, 0.12789], [2.59990, -1.71791, -0.52783], [3.25763, -0.94124, -1.40286], [3.39888, 0.53127, -1.36568], [3.18832, 1.20264, 0.00358], [-2.50938, -1.97447, 0.48991], [2.96479, 3.29275, 0.67524], [0.62397, 3.71692, -0.59405], [-0.69254, -0.60876, 0.28828], [0.50837, 0.65230, 0.49498], [1.41081, -1.26054, 1.21394], [0.66060, -2.30702, 0.15035], [2.87029, -2.80634, -0.52878], [3.76574, -1.42271, -2.25046], [2.75951, 1.01248, -2.11402], [4.44522, 0.78947, -1.57137], [2.70671, 0.51415, 0.70036], [4.15851, 1.38823, 0.48947], [-1.87914, -1.96077, 1.40469], [-2.87327, -3.03004, 0.40774], [-3.36011, -1.25774, 0.65091], [0.07908, 2.96529, 2.71901], [-0.37685, 2.13638, 4.36171], [-0.04563, 2.72773, 5.58733], [-0.41882, 2.11269, 6.78156], [-1.16000, 0.92385, 6.74249], [-1.45538, 0.31984, 5.51628], [-1.05736, 0.91124, 4.32217], [-1.19254, 0.18033, 2.99104], [-2.01998, 0.61920, 2.16050], [-0.37193, -0.78182, 2.88670], [0.51726, 3.65946, 5.58109], [-0.15621, 2.57555, 7.73611], [-1.46865, 0.44644, 7.66766], [-1.99894, -0.62869, 5.47831]],
  "nbo_charge": [1.016, 1.389, -0.689, -0.778, 0.172, 0.253, 0.265, 0.243, -0.975, 0.302, 0.184, 0.276, -0.888, 0.196, 0.223, 0.222, -0.933, 0.264, 0.222, 0.228, -0.914, 0.245, 0.219, 0.244, 0.472, -0.303, -0.143, -0.839, -0.458, -0.182, -0.205, -0.450, -0.438, -1.034, 0.231, 0.191, 0.366, 0.295, 0.289, 0.240, 0.209, 0.200, 0.205, 0.228, 0.233, 0.215, 0.264, 0.185, 0.188, 0.033, -0.097, -0.242, -0.231, -0.216, -0.204, -0.048, 0.739, -0.761, -0.775, 0.217, 0.212, 0.208, 0.219]
}

Entry 2:
{
  "formula": "C22H35Cl24N3",
  "method": "ωB97M-V/def2-TZVPD",
  "homo_lumo_gap_ev": 8.087,
  "e_homo_ev": -8.054,
  "total_energy_ha": -12067.96839,
  "total_charge": 0,
  "smiles": "ClC(Cl)(Cl)Cl.ClC(Cl)(Cl)Cl.ClC(Cl)(Cl)Cl.ClC(Cl)(Cl)Cl.ClC(Cl)(Cl)Cl.ClC(Cl)(Cl)Cl.c1cc[nH]c1.CCN(CC)CC.CCN(CC)CC",
  "species": ["C", "C", "N", "C", "C", "C", "C", "H", "H", "H", "H", "H", "H", "H", "H", "H", "H", "H", "H", "H", "H", "H", "C", "C", "N", "C", "C", "C", "C", "H", "H", "H", "H", "H", "H", "H", "H", "H", "H", "H", "H", "H", "H", "H", "C", "Cl", "Cl", "Cl", "Cl", "C", "Cl", "Cl", "Cl", "Cl", "C", "Cl", "Cl", "Cl", "Cl", "C", "Cl", "Cl", "Cl", "Cl", "C", "Cl", "Cl", "Cl", "Cl", "C", "Cl", "Cl", "Cl", "Cl", "N", "C", "C", "C", "C", "H", "H", "H", "H", "H"],
  "xyz": [[28.51780, -3.56400, 16.77653], [27.12540, -2.99588, 16.66798], [26.32059, -3.57435, 15.56225], [24.96774, -3.04911, 15.71192], [23.97233, -4.02080, 15.09030], [26.85509, -3.34521, 14.22638], [27.62824, -4.61075, 13.81802], [28.58227, -4.64197, 16.64046], [28.69168, -3.47234, 17.85228], [29.25749, -3.01829, 16.19647], [26.65889, -3.01321, 17.65277], [27.18779, -1.92327, 16.44902], [24.66247, -2.87171, 16.74236], [24.81495, -2.09471, 15.18937], [22.96776, -3.59947, 15.18733], [24.16825, -4.25931, 14.04524], [23.91008, -4.95751, 15.64539], [27.48560, -2.44967, 14.22576], [26.05288, -3.07824, 13.54389], [28.38012, -4.32717, 13.07359], [26.93181, -5.29507, 13.33251], [28.21066, -5.14597, 14.56296], [21.85778, -4.64109, 10.62436], [23.14075, -5.31797, 10.16603], [23.17660, -6.73649, 10.44014], [22.39509, -7.53209, 9.51082], [21.90714, -8.82755, 10.12015], [24.63835, -7.16792, 10.40800], [25.27101, -6.86944, 11.77372], [20.93142, -4.90159, 10.11271], [21.88973, -3.55361, 10.67734], [21.77410, -4.98609, 11.65918], [23.36738, -5.07289, 9.11843], [23.95391, -4.82482, 10.69855], [21.50618, -6.93827, 9.28026], [22.90630, -7.63319, 8.54666], [21.29310, -8.68506, 11.01275], [21.23672, -9.37647, 9.45736], [22.71670, -9.45427, 10.50030], [25.17841, -6.53926, 9.69024], [24.75627, -8.18139, 10.02818], [26.32812, -6.89487, 11.49303], [25.02254, -7.73182, 12.38951], [25.05646, -5.87741, 12.16022], [24.66465, -0.29317, 20.58159], [25.59618, 1.21111, 20.42139], [22.90891, 0.02795, 20.79884], [24.87288, -1.28177, 19.08436], [25.15680, -1.22519, 22.02248], [29.13294, -8.24056, 18.37088], [28.27505, -9.69881, 18.80823], [30.18804, -7.73122, 19.73797], [30.22936, -8.55608, 16.98341], [27.94416, -7.01142, 17.94818], [23.06717, -5.57593, 19.61729], [21.63830, -4.76059, 18.96504], [24.23198, -5.76600, 18.31088], [23.67493, -4.54856, 20.98314], [22.43545, -7.15975, 20.12493], [27.53292, -5.42813, 21.51031], [29.22316, -5.11176, 22.10357], [27.17736, -7.11803, 21.12949], [26.40036, -5.00506, 22.76991], [27.11229, -4.42331, 20.12889], [30.14795, 0.26746, 15.14984], [30.90609, 1.82342, 14.79402], [30.96965, -0.47503, 16.54672], [28.43772, 0.50737, 15.47651], [30.29855, -0.70919, 13.69330], [25.53593, -1.66851, 11.17311], [24.07053, -2.38555, 11.85600], [26.32615, -0.71518, 12.41659], [26.57857, -2.92603, 10.50757], [25.01974, -0.42001, 9.99520], [21.76676, -9.70112, 14.72402], [21.50828, -9.16244, 15.95444], [22.02734, -7.87248, 15.93704], [22.53174, -7.64731, 14.65005], [22.49060, -8.84465, 13.95864], [21.43835, -10.61003, 14.44596], [20.79421, -9.63897, 16.60647], [21.95718, -7.17718, 16.75868], [23.08315, -6.77384, 14.33631], [22.70991, -9.07852, 12.92927]],
  "mulliken_charge": [-1.145, 1.031, 0.337, 0.167, -0.511, 1.253, -0.905, 0.125, 0.426, 0.163, -0.743, 0.101, -0.174, 0.224, 0.557, -0.321, -0.030, 0.023, -0.943, 0.394, -0.118, 0.270, -1.321, 0.013, 0.665, -0.651, -1.355, -1.123, -0.414, 0.375, 0.366, 0.309, 0.284, -0.252, 0.403, 0.368, 0.294, 0.451, 0.299, 0.383, 0.537, 0.374, 0.198, -0.186, 0.225, -0.090, -0.098, -0.029, -0.073, 0.132, -0.072, -0.076, -0.128, 0.114, 0.141, -0.114, 0.086, -0.036, -0.087, 0.121, -0.111, -0.038, -0.084, 0.075, 0.316, -0.102, -0.092, -0.078, -0.089, 0.300, -0.061, -0.027, -0.082, -0.117, 0.009, -0.744, -0.530, 0.135, -0.531, 0.196, 0.391, 0.453, 0.225, 0.374]
}

Entry 3:
{
  "formula": "C22H35ClO2P2Pd",
  "method": "ωB97M-V/def2-TZVPD",
  "homo_lumo_gap_ev": [4.651, 7.068],
  "e_homo_ev": [-4.415, -7.592],
  "total_energy_ha": -2280.30335,
  "s_squared": 2.01,
  "total_charge": 0,
  "multiplicity": 3,
  "species": ["P", "P", "C", "C", "H", "H", "H", "H", "C", "H", "H", "H", "C", "H", "H", "H", "C", "H", "H", "H", "C", "H", "H", "H", "Pd", "C", "C", "C", "C", "C", "C", "C", "C", "C", "H", "H", "H", "H", "H", "H", "H", "H", "H", "H", "H", "H", "H", "H", "H", "Cl", "C", "C", "C", "C", "C", "C", "C", "O", "O", "H", "H", "H", "H"],
  "xyz": [[-0.14399, -0.08471, -2.11470], [-0.13376, 0.16476, 1.69751], [0.85456, -0.98887, -0.84374], [0.36117, -1.20583, 0.61845], [1.88962, -0.59738, -0.88180], [0.80450, -1.98670, -1.30740], [-0.37895, -2.02450, 0.66087], [1.23129, -1.44660, 1.23030], [1.27367, 1.04670, 2.34122], [0.87955, 1.98541, 2.75759], [1.97614, 1.30583, 1.53790], [1.75683, 0.43332, 3.11377], [-1.29036, -0.44837, 2.89250], [-0.74997, -1.01378, 3.66132], [-2.03929, -1.07718, 2.39706], [-1.79276, 0.42848, 3.31712], [0.87150, 0.78192, -3.31578], [0.21654, 1.51526, -3.82005], [1.28838, 0.06509, -4.04289], [1.66962, 1.33899, -2.79775], [-1.35231, -1.19911, -2.87716], [-1.96983, -1.66357, -2.08756], [-0.83615, -1.96094, -3.48833], [-2.01249, -0.56415, -3.49718], [-0.85056, 0.94318, -0.33739], [1.82733, -3.65226, 0.79972], [2.84176, -2.77915, 0.97495], [4.15579, -2.91631, 0.29871], [4.06067, -3.29266, -1.21871], [2.85422, -2.78582, -1.91439], [1.70986, -3.49189, -2.08095], [1.47764, -4.82413, -1.44908], [1.93757, -4.91979, 0.03754], [-1.94152, 2.13710, -1.57708], [0.89726, -3.58730, 1.37847], [2.86687, -2.08868, 1.82905], [4.73384, -3.69118, 0.82745], [4.73280, -1.98328, 0.38129], [4.93247, -2.83017, -1.70214], [4.15378, -4.37977, -1.33580], [3.00064, -1.81010, -2.38873], [1.00042, -3.24614, -2.87943], [2.01552, -5.58161, -2.03993], [0.41076, -5.09633, -1.48387], [1.27661, -5.64972, 0.52465], [2.95725, -5.31851, 0.09542], [-2.90678, 2.36541, -1.09888], [-2.08379, 1.71078, -2.58059], [-1.38179, 3.08313, -1.61756], [-6.02399, 7.43812, 2.26150], [-4.73613, 6.33710, 2.01303], [-3.75647, 6.59117, 1.04183], [-2.72039, 5.66183, 0.83401], [-2.65669, 4.45717, 1.55456], [-3.64344, 4.22136, 2.52316], [-4.66528, 5.15812, 2.76731], [-1.57053, 3.41454, 1.19912], [-0.49091, 3.86326, 0.78598], [-1.90580, 2.15561, 1.33574], [-3.83372, 7.49204, 0.44989], [-1.97977, 5.86124, 0.06365], [-3.63645, 3.27038, 3.05575], [-5.43258, 4.95918, 3.52048]],
  "nbo_charge": [0.991, 1.210, -0.742, -0.753, 0.241, 0.275, 0.245, 0.255, -0.978, 0.288, 0.268, 0.224, -0.971, 0.228, 0.263, 0.284, -0.950, 0.263, 0.219, 0.259, -0.952, 0.255, 0.217, 0.261, 0.349, -0.179, -0.191, -0.454, -0.440, -0.171, -0.208, -0.451, -0.451, -1.009, 0.203, 0.203, 0.225, 0.214, 0.224, 0.207, 0.201, 0.211, 0.228, 0.215, 0.223, 0.207, 0.210, 0.161, 0.211, 0.005, -0.048, -0.241, -0.169, -0.130, -0.180, -0.245, 0.771, -0.701, -0.799, 0.221, 0.235, 0.223, 0.220]
}

Entry 4:
{
  "formula": "C22H35ClO2P2Zr",
  "method": "ωB97M-V/def2-TZVPD",
  "homo_lumo_gap_ev": 5.376,
  "e_homo_ev": -13.402,
  "total_energy_ha": -2199.17731,
  "total_charge": 2,
  "species": ["P", "P", "C", "C", "H", "H", "H", "H", "C", "H", "H", "H", "C", "H", "H", "H", "C", "H", "H", "H", "C", "H", "H", "H", "Zr", "C", "C", "C", "C", "C", "C", "C", "C", "C", "H", "H", "H", "H", "H", "H", "H", "H", "H", "H", "H", "H", "H", "H", "H", "Cl", "C", "C", "C", "C", "C", "C", "C", "O", "O", "H", "H", "H", "H"],
  "xyz": [[0.16315, -1.94413, 0.31855], [0.01278, 1.22880, 0.43592], [0.00773, -1.03695, -1.28686], [0.46434, 0.42196, -1.18031], [-1.04032, -1.12218, -1.61611], [0.62107, -1.57629, -2.02525], [1.56005, 0.50096, -1.27138], [0.01178, 1.03214, -1.97822], [-1.54151, 2.04193, -0.03928], [-1.83920, 2.73852, 0.75245], [-2.33356, 1.29529, -0.16295], [-1.39193, 2.58788, -0.98222], [1.15780, 2.63112, 0.53967], [1.07262, 3.23954, -0.37443], [2.18400, 2.25632, 0.65152], [0.90097, 3.23840, 1.41832], [-0.80219, -3.46981, 0.12626], [-0.52907, -4.13463, 0.95362], [-0.60408, -3.95855, -0.83647], [-1.87227, -3.24984, 0.22297], [1.90010, -2.48858, 0.23234], [2.57440, -1.62490, 0.31424], [2.07310, -2.99852, -0.72469], [2.14194, -3.16978, 1.05857], [-0.58821, -0.44458, 2.37764], [0.71268, 1.31248, -4.89119], [-0.60295, 1.37103, -4.65225], [-1.64879, 0.59870, -5.40485], [-1.21692, -0.76910, -5.99631], [-0.55362, -1.70597, -5.02311], [0.75398, -1.78316, -4.74182], [1.82564, -0.95949, -5.39654], [1.41454, 0.44797, -5.90440], [0.35617, -2.20973, 3.35005], [1.39462, 1.98370, -4.34913], [-0.99593, 2.10361, -3.93391], [-2.04133, 1.21063, -6.23516], [-2.50372, 0.41437, -4.73786], [-2.15533, -1.26805, -6.28004], [-0.65830, -0.62062, -6.92834], [-1.25233, -2.41293, -4.55566], [1.11944, -2.56719, -4.06649], [2.24956, -1.51156, -6.25292], [2.65589, -0.82428, -4.68750], [2.36259, 0.96487, -6.11502], [0.89333, 0.36881, -6.86603], [1.07910, -1.72897, 4.03883], [0.84886, -3.06040, 2.86717], [-0.44256, -2.60563, 4.00618], [-0.35164, 2.37734, 10.31896], [-0.46668, 1.98088, 8.65585], [-1.61674, 1.33375, 8.16584], [-1.70084, 1.02667, 6.80824], [-0.63755, 1.35724, 5.96921], [0.49335, 2.02495, 6.43785], [0.57901, 2.34248, 7.78807], [-0.64546, 0.85858, 4.60656], [-1.72922, 0.35755, 4.06755], [0.43876, 0.80159, 3.87205], [-2.42988, 1.09975, 8.84981], [-2.56651, 0.52457, 6.37672], [1.29145, 2.29141, 5.75046], [1.44383, 2.88007, 8.16523]],
  "nbo_charge": [0.788, 0.754, -0.719, -0.694, 0.257, 0.283, 0.256, 0.289, -0.932, 0.265, 0.247, 0.278, -0.917, 0.273, 0.266, 0.270, -0.937, 0.267, 0.277, 0.253, -0.924, 0.257, 0.270, 0.266, 2.219, -0.184, -0.196, -0.440, -0.453, -0.185, -0.196, -0.440, -0.453, -1.187, 0.198, 0.188, 0.240, 0.203, 0.229, 0.222, 0.198, 0.189, 0.241, 0.202, 0.229, 0.223, 0.278, 0.248, 0.257, 0.107, 0.023, -0.228, -0.113, -0.244, -0.120, -0.219, 0.800, -0.780, -0.747, 0.257, 0.246, 0.241, 0.253]
}